Entry 1:
This record from the Open Molecules 2025 dataset describes C2H8N3S as an isolated structure. The level of theory is ωB97M-V/def2-TZVPD.

Cartesian coordinates (Å):
C 0.1973 -1.0895 0.4260
C -1.0346 0.3969 0.4892
N 0.4025 -1.5360 -0.7765
N -0.0090 2.4258 -1.0662
N 0.7761 -1.4986 1.5137
S -1.1273 1.0763 -1.1966
H -1.9972 -0.1117 0.6390
H -0.7320 1.2187 1.1359
H 0.0732 -0.8703 -1.3811
H 0.8237 -2.4268 -0.8738
H 0.7973 2.4596 -1.7126
H -0.4103 3.3575 -1.3101
H 0.8534 -1.0338 2.4542
H 1.3869 -2.3683 1.6588

Summary:
- total charge = +1
- LUMO energy (eV) = -3.12
- HOMO level (eV) = -13.5

Entry 2:
This record from the Open Molecules 2025 dataset describes one molecule with the formula C2H8N4. The level of theory is ωB97M-V/def2-TZVPD.

Cartesian coordinates (Å):
C -1.9654 -0.6927 -0.7715
C 0.3607 0.3713 0.1077
H -1.5159 -0.3024 -1.7172
H -1.5120 -1.6400 -0.4831
H -3.0710 -0.7948 -0.9458
H -2.5239 0.1549 1.0857
H 0.3753 -0.1608 -0.8869
H 1.5909 1.0408 1.5266
H 3.4459 0.7565 -0.2299
H 3.1002 -0.5702 0.7198
N -1.8923 0.2855 0.2638
N -0.6823 0.6065 0.8039
N 1.6026 0.8709 0.5371
N 2.6872 0.0747 -0.0101

Summary:
- LUMO energy (eV) = 1.17
- HOMO level (eV) = -7.6

Entry 3:
This record from the Open Molecules 2025 dataset describes one molecule with the formula C2H8N4. The level of theory is ωB97M-V/def2-TZVPD.

Cartesian coordinates (Å):
C 2.1882 -0.1990 0.0546
C 0.6924 0.1001 -0.0188
H 2.7632 -0.7217 -0.7547
H 2.4184 -0.5006 1.1349
H 2.6872 0.8595 0.0114
H 0.1991 -1.7935 -0.8490
H -1.9644 -0.2599 0.1313
H -1.3023 -1.2225 1.1323
H -1.4399 2.1845 0.1311
H -1.5320 1.0338 -1.0188
N -0.1931 -1.0200 -0.2779
N -1.5015 -1.3051 0.1945
N 0.1708 1.2282 0.1466
N -1.2067 1.2417 -0.0822

Summary:
- LUMO energy (eV) = 1.08
- HOMO level (eV) = -8.4

Entry 4:
This record from the Open Molecules 2025 dataset describes a 3-piece molecular cluster, C2H8N4O overall. The level of theory is ωB97M-V/def2-TZVPD.

Cartesian coordinates (Å):
C -1.6798 1.0175 -0.4928
N -0.9349 1.7489 0.1311
N -0.1268 -0.3176 -1.6437
O -2.6288 0.4374 -0.8698
H -1.0793 2.1577 1.0284
H 1.1669 0.4242 0.7588
H 0.4853 0.2886 -2.1687
H -0.7206 -0.9048 -2.2255
N 1.6840 0.5218 1.6310
C 0.0099 -1.8940 0.0810
N 0.6055 -0.9842 -0.5636
H 1.1285 1.1445 2.2018
H 2.5714 0.9513 1.4015
H 0.4145 -2.2169 1.0261
H -0.8957 -2.3742 -0.2955

Summary:
- LUMO energy (eV) = 0.73
- HOMO level (eV) = -9.5

Entry 5:
This record from the Open Molecules 2025 dataset describes C2H8N4O2Rb as an isolated structure. The level of theory is ωB97M-V/def2-TZVPD.

Cartesian coordinates (Å):
Rb 21.5849 23.9519 2.3751
C 22.2473 25.0139 5.8659
O 21.5156 24.2176 5.2673
N 22.3794 26.3115 5.6510
N 23.0228 24.8114 6.9510
H 21.8567 26.7245 4.8918
H 23.0414 26.8707 6.1699
H 23.5925 25.6160 7.1701
H 23.1078 23.8408 7.2170
C 18.0480 25.0943 1.0111
O 19.1064 25.0967 1.5170
N 17.1357 24.1787 0.9726
N 17.6579 26.1785 0.4292
H 16.2792 24.5064 0.5494
H 17.3801 23.3326 1.4670
H 18.2877 26.9275 0.1793
H 16.6506 26.2511 0.4235

Summary:
- total charge = +2
- LUMO energy (alpha / beta) (eV) = -7.26 / -13.43
- 2S+1 = 2
- ⟨S²⟩ = 0.77
- HOMO level (alpha / beta) (eV) = -15.1 / -15.1

Entry 6:
This record from the Open Molecules 2025 dataset describes C2H8N4O2Tl as an isolated structure. The level of theory is ωB97M-V/def2-TZVPD.

Cartesian coordinates (Å):
Tl -26.0031 22.4802 -32.5907
C -28.9659 24.8197 -31.0806
O -27.9230 24.4592 -31.7223
N -29.0867 26.1348 -30.7692
N -29.9476 23.9728 -30.8223
H -29.9747 26.5812 -30.5412
H -28.2812 26.6874 -31.0695
H -30.8336 24.3618 -30.5015
H -29.8780 22.9833 -31.0178
C -22.1858 21.3739 -31.6732
O -23.1630 22.0905 -31.9587
N -22.0104 20.0795 -31.9944
N -21.0505 21.9950 -31.2105
H -22.6743 19.6060 -32.5969
H -21.2409 19.5613 -31.5830
H -21.0831 22.9348 -30.8109
H -20.1399 21.5400 -31.1352

Summary:
- total charge = +3
- LUMO energy (eV) = -18.30
- HOMO level (eV) = -20.4

Entry 7:
This record from the Open Molecules 2025 dataset describes one molecule with the formula C2H8N4OS. The level of theory is ωB97M-V/def2-TZVPD.

Cartesian coordinates (Å):
C -0.0836 1.2913 -1.5125
C 0.1071 -0.3375 0.1804
H -0.5736 1.4496 -2.5142
H -0.4726 2.0425 -0.7764
H 1.0346 1.4286 -1.6366
H -1.9354 -0.9183 -0.3611
H -1.3363 -1.5489 -2.1367
H 1.1901 1.2907 0.1944
H 1.9254 0.2713 2.9876
H -0.5465 -2.1340 2.5829
N -0.2035 -0.1774 -1.1669
N -1.4643 -0.6524 -1.4692
N 0.9684 0.5548 0.8964
N -0.6219 -1.2384 0.8497
O -0.3741 -1.1634 2.2281
S 2.3863 -0.1586 1.6541

Summary:
- LUMO energy (eV) = 0.68
- HOMO level (eV) = -8.4

Entry 8:
This record from the Open Molecules 2025 dataset describes C2H8N6 as an isolated structure. The level of theory is ωB97M-V/def2-TZVPD.

Cartesian coordinates (Å):
C 0.5696 -1.2597 0.1089
C -0.9678 0.2795 -0.5493
H 1.7328 0.1667 -1.3045
H 2.2879 1.3224 0.4997
H 2.1913 -0.9321 1.3658
H -0.6961 -2.7891 0.4348
H -0.1072 0.6457 1.5697
H -1.1550 1.9880 1.0512
H -2.1760 0.3570 -2.2948
H -2.6837 1.7530 -0.9832
N 2.3464 0.2235 -0.2625
N 1.5776 -0.4533 0.8257
N 0.1906 -2.3382 1.0165
N -0.2341 -0.6869 -0.9641
N -0.6716 0.9988 0.7333
N -2.2049 0.7246 -1.2472

Summary:
- LUMO energy (eV) = 0.31
- HOMO level (eV) = -8.3

These records have ΔE to the lowest compared entry with this formula, charge and spin values of 1.181; 2.532; 3.419; 2.994; 0.000; 0.261; 1.803; 6.457 eV, in the order they appear.